[1]
The following is a quantum chemistry calculation of C27H53MnN3OSSbSi as an isolated structure in a non-equilibrium geometry, from the Open Molecules 2025 dataset.

* energy above the lowest of the compared OMol25 structures with the same formula, charge and spin: 0.034 eV
* spin multiplicity: 5
* largest force on an atom: 0.0255 hartree/bohr
* calculated total energy: -3378.9968 Ha

```
88
Properties=species:S:1:pos:R:3:forces:R:3:mulliken_spin:R:1
Mn 0.00866 -0.20207 0.42039 1.0 0.8 -0.1 4.30
C 0.25151 2.09889 3.59844 -0.1 -0.1 -0.2 0.01
C -0.75237 1.98782 2.44236 0.1 0.8 0.2 -0.05
C -2.18053 2.00538 2.99999 0.1 -0.1 -0.1 0.00
C -0.56253 3.17276 1.48377 0.0 -0.2 0.0 0.02
O -0.54407 0.79499 1.76030 -0.6 0.1 0.9 -0.13
H 0.21173 3.09193 4.04803 0.0 0.0 0.0 0.00
H 1.25897 1.91695 3.21942 0.0 0.1 0.0 0.00
H 0.02624 1.35705 4.36882 0.0 0.0 0.0 0.00
H -2.33676 1.14674 3.65737 0.0 0.0 0.0 0.00
H -2.90502 1.95179 2.18537 0.0 0.0 0.0 0.00
H -2.35003 2.92049 3.56979 0.0 0.0 0.0 0.00
H -0.68365 4.12143 2.00910 0.0 0.0 0.0 0.00
H -1.30060 3.11444 0.68045 0.0 0.0 0.0 0.00
H 0.43655 3.13002 1.04358 0.0 0.0 0.0 0.00
C 3.11912 -0.37796 1.91170 -0.1 0.1 -0.2 0.01
C 3.01862 0.47359 0.68013 0.2 0.0 0.0 0.00
C 4.02268 1.17978 0.04813 -0.1 -0.1 0.1 0.01
C 3.43643 1.82651 -1.06463 -0.2 0.0 -0.1 0.00
C 2.10144 1.48172 -1.06388 0.0 0.1 -0.2 0.02
C 1.00219 1.87578 -2.00726 0.3 -0.2 0.3 0.03
N 1.84683 0.65829 -0.00266 -0.9 -0.3 0.3 -0.13
H 3.66510 -1.30454 1.71367 -0.1 0.0 0.1 0.00
H 2.11937 -0.63693 2.26676 0.1 0.0 0.1 -0.01
H 3.64030 0.15260 2.71020 0.0 0.0 0.0 0.00
H 5.05201 1.23150 0.37019 0.0 0.0 0.0 0.00
H 3.92240 2.46636 -1.78589 0.0 0.0 0.0 0.00
H 1.06324 2.93121 -2.27391 -0.1 0.0 0.0 0.00
H 0.04686 1.69242 -1.50298 0.0 0.2 -0.1 0.01
H 1.03810 1.27726 -2.92450 0.0 0.0 -0.1 0.00
C -1.61197 -3.34193 4.98001 0.0 0.0 -0.1 0.00
C -0.79452 -2.21027 4.37219 0.1 0.1 -0.4 0.01
C 0.49943 -1.97234 5.14570 0.0 0.0 -0.1 0.00
Sb -0.29627 -2.40265 2.23381 -0.3 -0.7 -0.1 0.03
C -2.07791 -3.39478 1.39994 0.3 0.0 0.2 0.01
C -2.25369 -4.87941 1.69475 0.0 0.1 -0.1 0.00
C -3.30249 -2.59015 1.82434 0.1 0.0 0.0 0.00
C 1.31329 -3.90980 2.28757 -0.3 0.3 -0.1 0.00
C 1.86269 -4.06658 0.87251 0.0 0.0 0.1 0.00
C 0.97339 -5.24981 2.92425 0.0 0.1 0.0 0.00
H -1.82507 -3.11181 6.02862 0.0 0.0 0.0 0.00
H -1.07250 -4.28925 4.95902 0.0 0.0 0.0 0.00
H -2.56728 -3.47703 4.47373 0.1 -0.1 0.1 0.00
H -1.39341 -1.29546 4.39557 0.0 0.0 0.0 0.00
H 1.13662 -2.85982 5.12656 0.0 0.0 0.0 0.00
H 0.27671 -1.74627 6.19200 0.0 0.0 0.0 0.00
H 1.06688 -1.13562 4.73178 0.0 0.0 0.0 0.00
H -1.91557 -3.26175 0.32607 0.0 0.1 0.0 0.00
H -2.26292 -5.08789 2.76505 0.0 0.0 0.0 0.00
H -1.46569 -5.47102 1.23029 0.0 0.0 0.0 0.00
H -3.20849 -5.21936 1.27997 0.0 0.0 0.0 0.00
H -3.50970 -2.70568 2.89101 0.0 0.0 -0.1 0.00
H -4.18414 -2.93394 1.27567 0.0 0.0 0.0 0.00
H -3.18048 -1.52923 1.61897 0.0 0.2 0.0 0.00
H 2.06742 -3.41231 2.90531 0.0 0.1 0.0 0.00
H 1.12800 -4.55379 0.22612 0.0 0.0 0.0 0.00
H 2.76714 -4.68229 0.88428 0.0 0.0 0.0 0.00
H 2.10402 -3.10229 0.42280 0.0 -0.1 0.0 0.00
H 0.28785 -5.82365 2.30236 0.0 0.0 0.1 0.00
H 0.52690 -5.12909 3.91086 0.0 -0.1 0.0 0.00
H 1.88401 -5.84579 3.03965 0.0 0.0 0.0 0.00
S -2.56794 0.27358 -0.55784 0.2 0.0 0.6 0.01
C -2.87706 0.62893 -2.15472 0.1 -0.1 -0.4 0.00
N -4.11854 0.74228 -2.67668 0.0 0.1 -0.2 0.00
C -4.08996 0.89436 -4.12780 0.0 0.0 0.0 0.00
C -2.61866 1.26599 -4.37873 0.0 0.1 0.0 0.00
N -1.98968 0.87435 -3.12572 -0.1 -0.2 0.0 0.00
H -4.91317 0.37822 -2.18367 0.0 0.0 0.1 0.00
H -4.77312 1.67744 -4.45171 0.0 0.0 0.0 0.00
H -4.36239 -0.03865 -4.62766 0.0 0.0 0.0 0.00
H -2.50369 2.33912 -4.54970 0.0 0.0 0.0 0.00
H -2.18984 0.72955 -5.22309 0.0 0.0 0.0 0.00
H -0.99908 0.90005 -2.94960 0.0 0.0 0.0 0.01
C -0.41922 -5.20415 -2.45105 0.1 0.2 0.0 0.01
Si 0.60498 -3.71719 -3.02097 0.0 -0.3 -0.2 0.00
C 0.02175 -3.18265 -4.73607 0.0 0.0 0.2 0.00
C 2.42226 -4.20773 -3.10759 -0.2 0.2 0.1 0.00
C 0.36664 -2.34229 -1.83392 0.0 0.0 -0.1 0.10
C 0.23611 -1.45801 -1.00263 0.1 -0.9 -0.7 -0.31
H -0.67275 -5.85290 -3.29203 0.0 0.0 0.0 0.00
H -1.35160 -4.88137 -1.98257 0.0 0.0 0.0 0.00
H 0.12893 -5.80391 -1.72121 0.0 0.0 0.0 0.00
H 0.24280 -3.95282 -5.47816 0.0 0.0 0.0 0.00
H 0.51995 -2.26216 -5.04685 0.0 0.0 0.0 0.00
H -1.05499 -3.00021 -4.74835 0.0 0.0 0.0 0.00
H 2.56658 -5.07240 -3.75892 0.0 0.0 0.0 0.00
H 2.80435 -4.46253 -2.11686 0.0 0.0 0.0 0.00
H 3.03052 -3.38747 -3.49341 0.0 0.0 0.0 0.00
```
Forces are in eV/Å.

=====

[2]
The following is a quantum chemistry calculation of C27H53N12O2V as an isolated structure, from the Open Molecules 2025 dataset.

* energy above the lowest of the compared OMol25 structures with the same formula, charge and spin: 0.029 eV
* spin multiplicity: 2
* net charge: +1
* largest force on an atom: 0.0026 hartree/bohr
* calculated total energy: -2811.8939 Ha

```
95
Properties=species:S:1:pos:R:3:forces:R:3:mulliken_spin:R:1
V -0.40004 -0.03437 0.33879 0.0 0.1 0.1 0.88
C -0.62394 1.04408 -2.11059 0.0 0.0 0.0 0.01
N 0.70239 0.92275 -2.68036 0.0 0.0 0.0 0.00
C 1.05458 2.04795 -3.53829 0.0 0.0 0.0 0.00
C 1.67654 0.21405 -2.02867 0.0 0.0 0.0 0.04
N 1.45682 -0.26486 -0.84040 0.0 0.0 0.0 -0.05
C 2.45176 -1.14946 -0.24627 0.0 0.0 0.0 0.01
C 1.78741 -2.27820 0.52147 0.0 0.0 0.0 0.02
N 0.65609 -1.81196 1.31878 0.0 0.0 0.0 0.00
C -0.33302 -2.87089 1.62107 0.0 0.0 0.0 0.01
C -1.74461 -2.43376 1.23631 0.0 0.0 0.0 0.00
N -1.64714 -1.79630 -0.06946 0.0 0.0 0.0 -0.02
C -2.64638 -1.91998 -0.90237 0.0 0.0 0.0 0.02
N -3.93682 -2.11402 -0.51995 0.0 0.0 0.0 0.00
C -4.46574 -1.45979 0.66798 0.0 0.0 0.0 0.00
C -4.86330 -2.95164 -1.25885 0.0 0.0 0.0 0.00
N -2.40777 -1.86861 -2.24864 0.0 0.0 0.0 0.00
C -3.34576 -1.27738 -3.18266 0.0 0.0 0.0 0.00
C -1.14275 -2.29846 -2.80723 0.0 0.0 0.0 0.01
C 0.94325 -0.97297 2.46718 0.0 0.0 0.0 0.00
C -0.23369 1.20968 2.82894 0.0 0.0 0.0 0.08
N 0.48940 1.77530 1.73233 0.0 0.0 0.0 -0.03
C 1.06929 2.92298 1.93986 0.0 0.0 0.0 0.01
N 2.01188 3.39781 1.07832 0.0 0.0 0.0 0.00
C 2.61697 2.53777 0.09489 0.0 0.0 0.0 0.01
C 2.11448 4.81964 0.79138 0.0 0.0 0.0 0.00
N 0.83514 3.70158 3.05912 0.0 0.0 0.0 0.00
C 1.94016 4.35832 3.73606 0.0 0.0 0.0 0.00
C -0.47060 4.31131 3.28909 0.0 0.0 0.0 0.00
N 2.84604 0.02292 -2.73940 0.0 0.0 0.0 0.01
C 2.83026 -0.28266 -4.15822 0.0 0.0 0.0 0.00
C 4.14756 0.35618 -2.19387 0.0 0.0 0.0 0.00
H -1.33712 1.24664 -2.91194 0.0 0.0 0.0 0.00
H -0.69768 1.85721 -1.38225 0.0 0.0 0.0 0.01
H -0.96486 0.09317 -1.67376 0.0 0.0 0.0 -0.01
H 0.56136 1.96583 -4.50853 0.0 0.0 0.0 0.00
H 2.12733 2.09884 -3.69255 0.0 0.0 0.0 0.00
H 0.73293 2.98241 -3.06951 0.0 0.0 0.0 0.00
H 3.09692 -0.57517 0.42953 0.0 0.0 0.0 0.00
H 3.10753 -1.59972 -0.99544 0.0 0.0 0.0 0.00
H 2.53605 -2.81664 1.11691 0.0 0.0 0.0 0.00
H 1.37658 -2.98369 -0.20055 0.0 0.0 0.0 0.00
H -0.28654 -3.14448 2.67982 0.0 0.0 0.0 0.00
H -0.06635 -3.75580 1.04342 0.0 0.0 0.0 0.00
H -2.13589 -1.74979 1.99305 0.0 0.0 0.0 0.00
H -2.39458 -3.31573 1.21600 0.0 0.0 0.0 0.00
H -3.79881 -0.64999 0.95816 0.0 0.0 0.0 0.00
H -4.59994 -2.16019 1.49699 0.0 0.0 0.0 0.00
H -5.43827 -1.02723 0.42406 0.0 0.0 0.0 0.00
H -4.33280 -3.52144 -2.01741 0.0 0.0 0.0 0.00
H -5.65251 -2.36606 -1.73824 0.0 0.0 0.0 0.00
H -5.33540 -3.65535 -0.57020 0.0 0.0 0.0 0.00
H -4.13611 -0.76281 -2.64218 0.0 0.0 0.0 0.00
H -3.79361 -2.02301 -3.84527 0.0 0.0 0.0 0.00
H -2.82472 -0.54556 -3.80556 0.0 0.0 0.0 0.00
H -0.57482 -2.82643 -2.04642 0.0 0.0 0.0 0.00
H -0.54246 -1.45533 -3.16575 0.0 0.0 0.0 0.00
H -1.32727 -2.96372 -3.65466 0.0 0.0 0.0 0.00
H 1.78956 -0.31706 2.25402 0.0 0.0 0.0 0.00
H 1.12619 -1.54759 3.38468 0.0 0.0 0.0 0.00
H 0.22337 1.41084 3.80289 0.0 0.0 0.0 0.01
H -2.17273 0.81564 3.24463 0.0 0.0 0.0 0.00
H 2.63445 1.51959 0.46933 0.0 0.0 0.0 0.00
H 3.63534 2.88158 -0.09888 0.0 0.0 0.0 0.00
H 2.05991 2.54593 -0.84907 0.0 0.0 0.0 0.00
H 1.38325 5.37972 1.36568 0.0 0.0 0.0 0.00
H 1.90942 4.99187 -0.26863 0.0 0.0 0.0 0.00
H 3.11312 5.20033 1.01548 0.0 0.0 0.0 0.00
H 2.87630 3.85592 3.50282 0.0 0.0 0.0 0.00
H 1.77511 4.29796 4.81324 0.0 0.0 0.0 0.00
H 2.03140 5.41746 3.47259 0.0 0.0 0.0 0.00
H -1.18101 3.96330 2.54632 0.0 0.0 0.0 0.00
H -0.37779 5.40023 3.20775 0.0 0.0 0.0 0.00
H -0.85133 4.07091 4.28278 0.0 0.0 0.0 0.00
H 1.81747 -0.51079 -4.48056 0.0 0.0 0.0 0.00
H 3.45843 -1.15670 -4.34530 0.0 0.0 0.0 0.00
H 3.21471 0.54295 -4.76563 0.0 0.0 0.0 0.00
H 4.06773 0.63575 -1.14845 0.0 0.0 0.0 0.00
H 4.57912 1.20340 -2.73818 0.0 0.0 0.0 0.00
H 4.83931 -0.48599 -2.27694 0.0 0.0 0.0 0.00
O -0.25980 -0.22966 2.61624 0.0 0.0 -0.1 0.00
N -1.62594 1.58922 2.86014 0.0 0.0 0.0 -0.02
N -2.11188 1.97035 1.60274 0.0 0.0 0.0 -0.01
O -2.05423 0.92041 0.66636 0.0 0.0 0.0 0.01
C -3.42011 2.50732 1.68691 0.0 0.0 0.0 0.00
C -3.87722 3.13276 2.84716 0.0 0.0 0.0 0.00
C -5.13701 3.71481 2.87064 0.0 0.0 0.0 0.00
C -5.95691 3.68186 1.75397 0.0 0.0 0.0 0.00
C -5.50039 3.05509 0.60260 0.0 0.0 0.0 0.00
C -4.24606 2.46847 0.56227 0.0 0.0 0.0 0.00
H -3.25127 3.15820 3.72719 0.0 0.0 0.0 0.00
H -5.47874 4.19402 3.77921 0.0 0.0 0.0 0.00
H -6.93787 4.13649 1.78003 0.0 0.0 0.0 0.00
H -6.12912 3.02088 -0.27850 0.0 0.0 0.0 0.00
H -3.88951 1.97775 -0.33056 0.0 0.0 0.0 0.00
```
Forces are in eV/Å.

=====

Question: Which formula does entry 2 have?
Answer: C27H53N12O2V